A 2-piece molecular cluster, C6H13N overall in a non-equilibrium geometry. Source: the OMol25 dataset; level of theory: ωB97M-V with the def2-TZVPD basis set.

Element x y z (Å)
1 C 3.0032 1.3464 -1.0437
2 C 0.8271 2.0110 -1.4511
3 N 1.5864 1.3195 -0.7219
4 H 3.5577 1.7232 -0.1843
5 H 3.2432 1.9530 -1.9216
6 H 3.3414 0.3249 -1.2155
7 H -0.2389 2.0146 -1.2608
8 H 1.1859 2.6381 -2.2694
9 C -1.3585 -0.0177 -0.0178
10 C -1.3877 -1.0742 1.0216
11 C -1.5053 -0.7496 2.3705
12 C -1.2804 -2.4697 0.5453
13 H -0.5648 -0.2362 -0.7350
14 H -1.2132 0.9636 0.4261
15 H -2.3005 -0.0113 -0.5820
16 H -1.5513 -1.5207 3.1318
17 H -1.5691 0.2762 2.7133
18 H -1.3429 -3.1899 1.3592
19 H -0.3447 -2.6183 -0.0007
20 H -2.0877 -2.6828 -0.1639

Results
- Total charge: +1
- E: -7912.65942 eV
- Orbital gap (alpha / beta): 8.404 / 4.474 eV
- Energy above the lowest of the compared OMol25 structures with the same formula, charge and spin: 246.36 kJ/mol
- 2S+1: 2
- Lowest unoccupied orbital energy (alpha / beta): -4.616 / -8.540 eV
- ⟨S²⟩: 0.752

One molecule with the formula C4H9NO. Source: the OMol25 dataset; level of theory: ωB97M-V with the def2-TZVPD basis set.

Element x y z (Å)
1 C -1.3837 -1.2183 0.1707
2 C 0.1272 -1.3753 0.1338
3 C -0.0983 1.8638 0.5952
4 C 0.7282 0.9123 0.1527
5 O 0.8091 -0.3025 0.7834
6 N 1.6345 1.0474 -0.8972
7 H -1.8661 -2.1093 -0.2451
8 H -1.7042 -0.3465 -0.4071
9 H -1.7232 -1.0855 1.2029
10 H 0.4381 -2.2696 0.6806
11 H 0.4781 -1.4793 -0.9047
12 H -0.1039 2.8573 0.1601
13 H -0.7490 1.6532 1.4341
14 H 2.0555 0.1875 -1.2142
15 H 1.3578 1.6648 -1.6453

Results
- Total charge: 0
- SMILES string: C=C(N)OCC
- E: -7830.69291 eV
- Orbital gap: 9.218 eV
- Energy above the lowest of the compared OMol25 structures with the same formula, charge and spin: 156.99 kJ/mol
- Lowest unoccupied orbital energy: 1.007 eV

A 2-piece molecular cluster, C4H8N2O overall in a non-equilibrium geometry. Source: the OMol25 dataset; level of theory: ωB97M-V with the def2-TZVPD basis set.

Element x y z (Å)
1 C 1.1651 -0.2713 1.1842
2 N -0.0049 -0.1957 0.2843
3 C -1.1162 0.4176 0.7412
4 N 0.8494 0.3774 -1.3768
5 C -0.2999 -1.4547 -0.5514
6 C -1.6797 1.5388 0.3459
7 O 0.3122 -2.4656 -0.3906
8 H 1.5023 -0.3419 -1.6921
9 H 0.0766 0.5816 -2.0093
10 H -1.2718 -1.3432 -1.0478
11 H 1.4909 0.7496 1.3649
12 H 1.9561 -0.8417 0.7052
13 H 0.8634 -0.7797 2.0987
14 H -1.2599 2.1239 -0.4711
15 H -2.5839 1.9049 0.8147

Results
- Total charge: 0
- E: -9299.89652 eV
- Orbital gap (alpha / beta): 8.285 / 8.318 eV
- Energy above the lowest of the compared OMol25 structures with the same formula, charge and spin: 626.83 kJ/mol
- Lowest unoccupied orbital energy (alpha / beta): 0.010 / 0.257 eV

C52H44AsCdClN8O12 as an isolated structure in a non-equilibrium geometry. Source: the OMol25 dataset; level of theory: ωB97M-V with the def2-TZVPD basis set.

Element x y z (Å)
1 Cd 0.3879 -1.0958 -1.4954
2 C -11.2306 5.3423 4.4571
3 O -11.1747 4.3114 3.5073
4 C -9.9355 3.9071 3.0761
5 C -8.7307 4.4075 3.5486
6 C -7.5371 3.9361 3.0360
7 C -7.5105 2.9534 2.0440
8 C -8.7352 2.4524 1.5824
9 C -9.9231 2.9198 2.0877
10 C -6.2820 2.4359 1.4983
11 N -6.1909 1.5076 0.5657
12 C -4.8629 1.2887 0.3781
13 C -4.1168 2.1163 1.2223
14 N -5.0391 2.8434 1.9233
15 C -2.7037 2.1183 1.2569
16 C -1.9162 2.9959 2.0156
17 C -0.5472 2.8846 1.9497
18 C 0.0010 1.8983 1.1240
19 N -0.7191 1.0767 0.4033
20 C -2.0475 1.1531 0.4458
21 C -2.8073 0.2258 -0.3693
22 N -2.1409 -0.7456 -1.0092
23 C -2.8016 -1.5442 -1.8175
24 C -4.1711 -1.4255 -2.0725
25 C -4.8886 -0.4786 -1.3812
26 C -4.2131 0.3472 -0.4750
27 H -12.2906 5.5324 4.6316
28 H -10.7526 6.2564 4.0822
29 H -10.7571 5.0462 5.4021
30 H -8.6991 5.1650 4.3161
31 H -6.6203 4.3550 3.4233
32 H -8.7124 1.6937 0.8191
33 H -10.8704 2.5440 1.7384
34 H -4.8442 3.5301 2.6307
35 H -2.3842 3.7529 2.6339
36 H 0.0995 3.5372 2.5150
37 H 1.0723 1.7725 1.0609
38 H -2.2184 -2.3221 -2.2882
39 H -4.6380 -2.0941 -2.7815
40 H -5.9535 -0.3557 -1.5100
41 O 3.5068 -1.8772 -4.3293
42 C 2.4457 -2.0986 -3.7549
43 O 2.2101 -1.8489 -2.5368
44 C 1.3350 -2.8075 -4.5499
45 C 1.5725 -3.0679 -5.8640
46 C 0.6411 -3.7726 -6.6622
47 C -0.5434 -4.2168 -6.0967
48 C -0.8174 -3.9846 -4.7573
49 C 0.0920 -3.2093 -3.9140
50 O -0.2069 -2.9500 -2.7384
51 N -2.0131 -4.4992 -4.2323
52 O -2.8458 -4.9732 -5.0079
53 O -2.2169 -4.4930 -3.0197
54 N 0.9373 -4.0666 -8.0046
55 O 0.1226 -4.7139 -8.6628
56 O 2.0031 -3.6849 -8.4777
57 H 2.5038 -2.7377 -6.3054
58 H -1.2584 -4.7638 -6.6956
59 N -1.1998 -3.8939 -0.3122
60 C -0.1657 -3.3975 -0.1413
61 H -2.0364 -4.2585 -0.7203
62 O -1.6692 1.4712 -2.6738
63 Cl -0.5781 0.9165 -3.4119
64 O -0.3875 1.6817 -4.5948
65 O 0.6018 0.9836 -2.6112
66 O -0.8602 -0.4366 -3.7454
67 C 3.9084 4.7815 3.2827
68 C 3.9150 3.5991 2.3545
69 C 3.2990 3.6399 1.1151
70 C 3.3021 2.5440 0.2609
71 C 2.6819 2.7361 -1.0908
72 C 3.8994 1.3237 0.6337
73 As 3.3312 -0.2136 -0.7689
74 N 1.7515 -0.6907 -0.0016
75 C 1.4924 -0.9948 1.2761
76 C 2.4961 -1.0869 2.2620
77 C 2.2111 -1.3716 3.5743
78 C 0.9099 -1.6265 3.9848
79 C -0.0969 -1.5945 3.0281
80 C 0.1785 -1.2885 1.7168
81 C 4.7383 -1.6022 -0.3324
82 C 4.4868 -2.9297 0.0279
83 C 3.1012 -3.4851 0.0908
84 C 5.5491 -3.7839 0.3099
85 C 6.8660 -3.3788 0.2007
86 C 7.9970 -4.2996 0.5638
87 C 7.1122 -2.0993 -0.2780
88 C 6.0736 -1.2256 -0.5641
89 C 6.3930 0.1317 -1.1197
90 C 4.6083 1.3292 1.8417
91 C 5.5027 0.2155 2.3257
92 C 4.5920 2.4414 2.6825
93 H 3.1943 5.5335 2.9510
94 H 4.8986 5.2413 3.3163
95 H 3.6492 4.4739 4.2961
96 H 2.7954 4.5483 0.8089
97 H 2.3299 3.7610 -1.1971
98 H 1.8492 2.0565 -1.2662
99 H 3.4161 2.5339 -1.8730
100 H 3.5143 -0.9718 1.9382
101 H 3.0235 -1.4091 4.2919
102 H 0.6912 -1.8698 5.0161
103 H -1.1165 -1.8301 3.3132
104 H -0.6179 -1.2796 0.9888
105 H 2.5137 -3.0980 -0.7387
106 H 2.6035 -3.2116 1.0203
107 H 3.1259 -4.5721 0.0246
108 H 5.3331 -4.7989 0.6219
109 H 7.6120 -5.2408 0.9503
110 H 8.6291 -3.8455 1.3275
111 H 8.6206 -4.5107 -0.3049
112 H 8.1366 -1.7800 -0.4307
113 H 7.4640 0.2426 -1.2828
114 H 6.0427 0.9140 -0.4423
115 H 5.8649 0.2584 -2.0683
116 H 5.5389 -0.6219 1.6385
117 H 5.1675 -0.1320 3.3034
118 H 6.5180 0.6043 2.4363
119 H 5.1312 2.3852 3.6231

Results
- Total charge: -2
- E: -169045.72252 eV
- Orbital gap: 5.097 eV
- Energy above the lowest of the compared OMol25 structures with the same formula, charge and spin: 168.26 kJ/mol
- Lowest unoccupied orbital energy: 2.683 eV

C6H9BINO as an isolated structure. Source: the OMol25 dataset; level of theory: ωB97M-V with the def2-TZVPD basis set.

Element x y z (Å)
1 C 2.1843 0.8234 0.9620
2 B 1.3438 0.7804 -0.2704
3 O 1.8021 1.0965 -1.5373
4 C -0.1584 0.2302 -0.2015
5 C -0.4331 -1.1046 0.0661
6 C -1.7404 -1.5520 0.0944
7 C -2.7928 -0.6598 -0.1441
8 C -2.4986 0.6436 -0.3889
9 N -1.2122 1.0416 -0.4152
10 H 2.6671 -0.2549 0.9058
11 H 3.0153 1.5188 0.8724
12 H 1.6880 0.9232 1.9231
13 H 1.6642 0.3809 -2.1669
14 H 0.4031 -1.7687 0.2536
15 H -1.9481 -2.5940 0.2954
16 H -3.8171 -0.9970 -0.1342
17 H -3.2531 1.3930 -0.5685
18 H -1.0222 2.0147 -0.6188
19 I 4.1081 -1.9154 1.0730

Results
- Total charge: 0
- E: -18682.74429 eV
- Orbital gap: 4.703 eV
- Energy above the lowest of the compared OMol25 structures with the same formula, charge and spin: 0.00 kJ/mol
- Lowest unoccupied orbital energy: -1.700 eV

C4H12NO3 as an isolated structure in a non-equilibrium geometry. Source: the OMol25 dataset; level of theory: ωB97M-V with the def2-TZVPD basis set.

Element x y z (Å)
1 C 0.9991 1.2327 1.6406
2 O 1.5243 0.4530 2.6829
3 C -0.0998 0.4534 0.8684
4 C 0.2924 -1.0017 0.4820
5 C 0.9104 -1.0064 -0.9008
6 O 0.9259 -1.7090 1.5425
7 N -1.0995 1.3559 -1.0011
8 H 1.8034 1.4619 0.9455
9 H 0.6065 2.1321 2.0959
10 H -1.1461 0.2812 1.3576
11 H -0.6577 -1.5202 0.3831
12 H 0.1827 -0.6644 -1.6313
13 H 1.5563 -0.1123 -1.0829
14 H 1.3859 -1.9689 -1.0991
15 H 1.3118 -0.5852 2.3967
16 H -0.2000 1.0421 -0.3390
17 H -1.8815 1.7015 -0.5014
18 H -1.3369 0.6521 -1.7245
19 H -2.7698 -1.4085 -2.7782
20 O -2.3076 -0.7891 -3.3370

Results
- Total charge: -2
- E: -11968.85757 eV
- Orbital gap (alpha / beta): 6.400 / 6.451 eV
- Energy above the lowest of the compared OMol25 structures with the same formula, charge and spin: 110.05 kJ/mol
- 2S+1: 2
- Lowest unoccupied orbital energy (alpha / beta): 6.437 / 6.418 eV
- ⟨S²⟩: 0.756

What is the formula in the first record?
C6H13N